(1)
{"formula": "C14H22BN2", "method": "ωB97M-V/def2-TZVPD", "de_lowest_ev": 0.768, "gap_ev": 7.092, "total_charge": 1, "symbols": ["C", "C", "C", "C", "C", "C", "C", "C", "C", "H", "H", "H", "H", "H", "H", "H", "H", "H", "H", "H", "H", "B", "H", "H", "C", "N", "C", "C", "C", "N", "C", "H", "H", "H", "H", "H", "H", "H", "H"], "xyz": [[-0.200, -3.266, 0.529], [0.525, -1.938, 0.785], [-0.239, -1.038, 1.789], [2.070, -2.022, 0.940], [2.867, -1.209, 1.779], [4.249, -1.447, 1.928], [4.902, -2.405, 1.136], [4.135, -3.180, 0.270], [2.772, -2.939, 0.135], [-0.062, -3.668, -0.485], [0.055, -4.077, 1.202], [-1.297, -3.181, 0.599], [-0.071, 0.039, 1.655], [-1.340, -1.139, 1.760], [0.098, -1.261, 2.789], [2.452, -0.352, 2.313], [4.821, -0.907, 2.677], [5.981, -2.543, 1.215], [4.621, -3.981, -0.289], [2.255, -3.485, -0.652], [0.384, -1.463, -0.167], [-0.387, 2.918, -0.588], [-0.219, 3.125, 0.566], [0.475, 2.801, -1.415], [-1.790, 2.330, -1.035], [-2.280, 3.489, -1.561], [-1.343, 4.586, -1.656], [-3.578, 3.353, -1.938], [-3.941, 2.066, -1.627], [-2.811, 1.455, -1.076], [-2.751, 0.050, -0.680], [-1.707, 5.482, -2.152], [-0.950, 4.781, -0.627], [-0.465, 4.215, -2.222], [-4.154, 4.162, -2.393], [-4.889, 1.583, -1.763], [-3.689, -0.463, -0.933], [-1.917, -0.447, -1.212], [-2.578, -0.023, 0.407]]}



(2)
{"formula": "C14H22ClO5OsP", "method": "ωB97M-V/def2-TZVPD", "gap_ev": [7.314, 4.281], "multiplicity": 5, "total_charge": 2, "symbols": ["Cl", "C", "C", "C", "H", "C", "C", "H", "H", "H", "C", "Os", "C", "O", "C", "O", "H", "H", "H", "C", "C", "O", "P", "O", "C", "C", "O", "C", "C", "H", "H", "H", "H", "H", "H", "H", "H", "H", "H", "H", "H", "H", "H", "H"], "xyz": [[2.232, -3.000, -2.760], [0.143, 0.363, -3.675], [-0.943, 0.556, -2.794], [-1.608, -0.688, -2.636], [-1.216, 1.482, -2.317], [-0.926, -1.659, -3.410], [0.140, -0.993, -4.069], [0.887, -1.479, -4.671], [0.851, 1.113, -3.986], [-2.476, -0.868, -2.023], [-1.280, -3.097, -3.561], [0.568, -0.903, -1.619], [0.460, -2.392, -0.355], [0.335, -3.235, 0.441], [2.391, -0.359, -1.149], [3.501, -0.100, -0.901], [-1.696, -3.497, -2.638], [-0.391, -3.673, -3.812], [-2.020, -3.242, -4.353], [2.564, -0.157, 3.404], [1.291, -0.732, 2.800], [0.429, 0.312, 2.376], [0.234, 0.193, 0.684], [1.149, 1.605, 0.306], [0.640, 2.797, 0.865], [1.325, 3.155, 2.188], [-1.456, -0.121, 0.726], [-2.168, 0.942, 1.324], [-3.472, 0.399, 1.882], [3.225, -0.985, 3.746], [2.319, 0.488, 4.272], [3.111, 0.442, 2.642], [1.611, -1.444, 2.004], [0.764, -1.343, 3.562], [0.884, 3.609, 0.147], [-0.456, 2.824, 0.950], [2.428, 3.165, 2.061], [0.996, 4.166, 2.517], [1.068, 2.457, 3.006], [-1.645, 1.393, 2.194], [-2.400, 1.715, 0.560], [-3.261, -0.378, 2.649], [-4.049, 1.222, 2.358], [-4.082, -0.048, 1.069]]}



(3)
{"formula": "C14H22CoF6O5PSe", "method": "ωB97M-V/def2-TZVPD", "de_lowest_ev": 0.033, "gap_ev": [10.281, 6.880], "multiplicity": 6, "total_charge": 1, "symbols": ["Co", "C", "O", "C", "C", "O", "C", "H", "H", "H", "H", "H", "H", "H", "H", "H", "H", "C", "C", "C", "O", "C", "O", "O", "H", "H", "H", "H", "H", "H", "H", "Se", "C", "C", "C", "C", "C", "C", "H", "H", "H", "H", "H", "F", "P", "F", "F", "F", "F", "F"], "xyz": [[0.220, 1.385, 0.795], [0.789, 3.661, 2.795], [-0.233, 2.849, 2.192], [-1.412, 3.557, 1.782], [-1.310, 3.863, 0.306], [-1.082, 2.613, -0.356], [-0.945, 2.773, -1.776], [0.410, 4.078, 3.728], [1.094, 4.461, 2.118], [1.629, 3.002, 2.996], [-1.531, 4.465, 2.373], [-2.254, 2.892, 1.979], [-0.474, 4.537, 0.092], [-2.234, 4.314, -0.065], [-1.846, 3.246, -2.169], [-0.817, 1.783, -2.203], [-0.063, 3.375, -2.004], [2.571, -1.735, 2.063], [1.373, -0.856, 2.379], [0.987, -0.903, 3.848], [1.698, 0.530, 2.057], [0.152, -1.267, 1.531], [-0.094, -2.451, 1.309], [-0.580, -0.313, 1.067], [3.434, -1.401, 2.638], [2.813, -1.706, 1.002], [2.348, -2.765, 2.336], [1.850, -0.657, 4.465], [0.640, -1.903, 4.106], [0.188, -0.192, 4.058], [2.533, 0.523, 1.557], [-0.946, -1.995, -1.147], [-1.745, -3.179, -2.313], [-1.923, -4.524, -1.938], [-2.531, -5.392, -2.820], [-2.966, -4.932, -4.060], [-2.789, -3.603, -4.434], [-2.179, -2.718, -3.570], [-1.581, -4.867, -0.971], [-2.669, -6.429, -2.548], [-3.448, -5.618, -4.743], [-3.123, -3.265, -5.405], [-2.025, -1.687, -3.857], [1.747, 2.044, -0.415], [2.643, 0.897, -1.376], [1.576, -0.212, -0.770], [1.591, 1.183, -2.548], [3.561, 2.086, -1.840], [3.404, -0.209, -2.189], [3.548, 0.662, -0.054]]}



(4)
{"formula": "C14H22IrO4", "method": "ωB97M-V/def2-TZVPD", "de_lowest_ev": 0.105, "gap_ev": [8.655, 5.593], "multiplicity": 5, "total_charge": 3, "symbols": ["Ir", "C", "O", "C", "C", "O", "C", "C", "O", "C", "H", "H", "H", "H", "H", "H", "H", "H", "H", "H", "H", "H", "H", "H", "C", "C", "O", "C", "C", "C", "C", "C", "C", "H", "H", "H", "H", "H", "H", "H", "H"], "xyz": [[-0.965, -0.402, -0.001], [-3.402, -0.386, -2.094], [-2.927, -0.250, -0.717], [-3.973, -0.040, 0.278], [-3.597, -0.838, 1.498], [-2.219, -0.587, 1.849], [-1.918, 0.477, 2.781], [-1.756, 1.799, 2.079], [-0.856, 1.612, 0.960], [-0.612, 2.844, 0.234], [-4.020, -1.277, -2.167], [-2.530, -0.476, -2.734], [-3.973, 0.500, -2.358], [-4.925, -0.394, -0.114], [-4.044, 1.029, 0.465], [-3.655, -1.905, 1.292], [-4.258, -0.604, 2.333], [-0.992, 0.179, 3.267], [-2.702, 0.548, 3.534], [-1.312, 2.513, 2.775], [-2.698, 2.211, 1.715], [-0.234, 3.594, 0.925], [-1.532, 3.199, -0.229], [0.138, 2.634, -0.522], [2.677, -2.665, 0.986], [2.096, -1.549, 0.202], [0.897, -1.288, 0.344], [2.990, -0.814, -0.757], [4.395, -0.704, -0.481], [5.303, -0.098, -1.399], [4.850, 0.313, -2.617], [3.462, 0.221, -2.897], [2.538, -0.363, -1.954], [1.893, -3.322, 1.354], [3.199, -2.250, 1.859], [3.408, -3.232, 0.407], [4.795, -1.107, 0.444], [6.348, 0.005, -1.133], [5.528, 0.722, -3.355], [3.088, 0.623, -3.832], [1.495, -0.472, -2.220]]}



(5)
{"formula": "C14H22N2O2", "method": "ωB97M-V/def2-TZVPD", "de_lowest_ev": 2.873, "gap_ev": 8.828, "smiles": "CCCC(O)(CCC)C(=O)NNc1ccccc1", "symbols": ["C", "C", "C", "C", "O", "C", "C", "C", "C", "O", "N", "N", "C", "C", "C", "C", "C", "C", "H", "H", "H", "H", "H", "H", "H", "H", "H", "H", "H", "H", "H", "H", "H", "H", "H", "H", "H", "H", "H", "H"], "xyz": [[3.944, 1.814, -0.284], [2.597, 1.368, 0.278], [1.419, 1.704, -0.644], [0.890, 0.543, -1.520], [-0.233, 1.012, -2.257], [1.949, -0.088, -2.440], [2.466, 0.824, -3.560], [1.709, 0.632, -4.872], [0.388, -0.549, -0.569], [1.119, -1.364, -0.039], [-0.938, -0.508, -0.347], [-1.572, -1.468, 0.445], [-2.006, -1.084, 1.716], [-2.292, 0.245, 2.020], [-2.812, 0.578, 3.257], [-3.061, -0.401, 4.202], [-2.778, -1.725, 3.903], [-2.253, -2.067, 2.673], [4.739, 1.559, 0.412], [3.956, 2.892, -0.435], [4.157, 1.333, -1.234], [2.615, 0.296, 0.473], [2.444, 1.867, 1.236], [1.695, 2.536, -1.298], [0.568, 2.039, -0.045], [0.081, 1.701, -2.854], [2.766, -0.423, -1.803], [1.507, -0.980, -2.888], [3.520, 0.601, -3.739], [2.413, 1.872, -3.255], [2.060, 1.340, -5.620], [1.872, -0.373, -5.253], [0.638, 0.771, -4.743], [-1.525, 0.073, -0.929], [-1.026, -2.326, 0.451], [-2.096, 1.017, 1.291], [-3.024, 1.613, 3.482], [-3.467, -0.137, 5.167], [-2.963, -2.496, 4.637], [-2.027, -3.098, 2.443]]}



(6)
{"formula": "C14H22N4O5", "method": "ωB97M-V/def2-TZVPD", "de_lowest_ev": 3.660, "gap_ev": 7.875, "smiles": "CNC(=O)[C@@H](NC(C)=O)C(C)C.Nc1c(O)cccc1[N+](=O)[O-]", "symbols": ["C", "N", "C", "O", "C", "N", "C", "C", "O", "C", "C", "C", "H", "H", "H", "H", "H", "H", "H", "H", "H", "H", "H", "H", "H", "H", "H", "H", "N", "C", "C", "O", "C", "C", "C", "C", "N", "O", "O", "H", "H", "H", "H", "H", "H"], "xyz": [[-1.609, -1.119, -0.738], [-2.449, -0.113, -0.092], [-2.183, 1.181, 0.115], [-3.007, 1.844, 0.731], [-0.880, 1.807, -0.437], [-0.783, 1.708, -1.911], [-1.719, 2.098, -2.779], [-1.398, 1.895, -4.241], [-2.787, 2.596, -2.460], [-0.635, 3.256, 0.062], [-0.356, 3.295, 1.574], [0.583, 3.905, -0.618], [-1.577, -0.947, -1.815], [-2.020, -2.113, -0.554], [-0.599, -1.087, -0.331], [-3.349, -0.407, 0.256], [-0.070, 1.205, -0.031], [0.065, 1.329, -2.296], [-1.088, 0.866, -4.409], [-2.294, 2.104, -4.825], [-0.606, 2.581, -4.532], [-1.508, 3.872, -0.153], [-0.200, 4.326, 1.892], [0.532, 2.708, 1.810], [-1.206, 2.901, 2.130], [1.469, 3.286, -0.478], [0.761, 4.892, -0.190], [0.391, 4.037, -1.682], [1.842, -2.031, -0.359], [1.683, -2.643, 0.871], [1.268, -1.797, 1.922], [1.032, -0.455, 1.706], [1.102, -2.313, 3.206], [1.352, -3.661, 3.448], [1.765, -4.498, 2.409], [1.945, -4.023, 1.086], [2.377, -4.936, 0.076], [2.545, -6.120, 0.391], [2.577, -4.523, -1.072], [2.389, -2.560, -1.038], [1.979, -1.025, -0.300], [0.718, -0.037, 2.528], [0.781, -1.675, 4.023], [1.223, -4.066, 4.448], [1.944, -5.542, 2.657]]}